Below is a single C7H10O molecule, with properties calculated with the ωB97M-V functional and the def2-TZVPD basis.

```
18
Properties=species:S:1:pos:R:3:forces:R:3:mulliken_charge:R:1
C -0.53054 -1.58975 -0.31393 -0.364 0.192 -0.896 -0.821
C -0.60856 -0.51997 -1.63714 0.336 -1.038 -1.384 -0.622
C -0.50133 0.92214 -1.02079 2.138 -2.223 -1.026 -0.509
C 0.44791 1.57290 0.30323 -0.622 2.604 -0.547 -0.256
O 1.61800 1.17244 1.03189 -1.917 -0.361 -0.595 -0.413
C 1.22914 -0.05823 1.70068 -0.196 -0.484 -1.898 -0.656
C 0.15563 -0.60384 0.65375 2.782 0.334 -2.522 0.276
C -0.67699 0.65178 0.35593 -1.656 2.078 5.135 -0.071
H 0.05184 -2.45513 -0.54457 0.641 -0.474 -0.269 0.335
H -1.52268 -2.01211 -0.03180 0.368 0.848 -0.184 0.323
H -1.67808 -0.63316 -1.99949 1.117 0.383 0.250 0.331
H 0.07380 -0.67224 -2.65290 -1.410 -0.168 2.900 0.249
H -0.86479 1.65976 -1.67552 -0.840 1.165 -0.033 0.419
H 0.25467 2.71960 0.42076 0.575 -2.218 -0.608 0.321
H 0.93539 0.08058 2.66777 -1.575 1.093 2.576 0.343
H 2.15357 -0.54993 1.83602 0.843 -1.401 -0.520 0.288
H 1.12261 -0.59132 -0.08916 -2.302 0.671 0.809 0.139
H -1.65957 0.90651 0.99528 2.081 -1.001 -1.189 0.326
```
Forces are in eV/Å.

Properties
Largest force on an atom, hartree/bohr: 0.112
Structure (SMILES): C1C[C@@H]2[C@@H]3OC[C@H]1[C@H]23
Charge: 0
Highest occupied orbital energy, eV: -8.44
ΔE to the lowest compared entry with this formula, charge and spin, eV: 6.5513
LUMO, eV: 1.01
Spin multiplicity: 1

Below is C7H10O as an isolated structure, with properties calculated with the ωB97M-V functional and the def2-TZVPD basis.

```
18
Properties=species:S:1:pos:R:3:forces:R:3:mulliken_charge:R:1
C -2.32285 -0.39750 -0.23788 -5.791 -1.315 1.711 -1.263
C -0.93583 -0.06364 -0.17603 -0.949 0.684 2.615 1.172
C 0.00529 -0.48074 1.05667 -2.717 -1.000 2.014 -0.639
C 0.90447 -0.22670 -0.10406 3.189 -2.355 0.517 0.918
C 2.34091 -0.57784 -0.27972 1.891 -2.467 -0.175 -1.329
C 0.85237 1.27433 -0.14208 -6.127 0.283 -2.051 -0.930
C -0.48789 1.46736 -0.30986 0.788 -2.490 0.547 -0.602
H -2.80549 0.34976 -0.91916 -0.213 -0.382 1.060 0.333
H -2.73113 -1.44304 -0.75146 1.788 2.390 1.750 0.256
H -2.77388 -0.33711 1.03296 0.874 -0.078 -4.245 0.217
H 0.10411 0.25575 1.84358 -0.101 -0.127 0.480 0.304
H -0.38783 -1.54299 1.47340 1.652 2.174 -1.284 0.245
H 2.69064 -1.75528 -0.30403 -1.011 3.063 0.689 0.279
H 2.65000 -0.21070 -1.25102 0.008 0.010 -0.422 0.385
H 2.89216 0.13113 0.41513 -0.293 -1.534 -0.364 0.295
H 1.34502 2.16472 -0.15540 3.007 1.467 0.094 0.497
H -1.15494 2.33579 -0.28347 0.471 -0.340 -0.255 0.396
O -0.18516 -0.94330 -0.90757 3.535 2.017 -2.681 -0.536
```
Forces are in eV/Å.

Properties
Largest force on an atom, hartree/bohr: 0.126
Charge: 0
Highest occupied orbital energy, eV: -9.23
ΔE to the lowest compared entry with this formula, charge and spin, eV: 6.0667
LUMO, eV: 1.02
Spin multiplicity: 1

Below is C7H10O as an isolated structure, with properties calculated with the ωB97M-V functional and the def2-TZVPD basis.

```
18
Properties=species:S:1:pos:R:3:forces:R:3:mulliken_charge:R:1
C -0.67991 1.50965 -0.86457 -2.001 3.461 -4.702 -0.051
C -1.58640 0.50884 -0.61659 -2.683 1.378 -3.667 -0.390
C -1.60432 -0.29466 0.41741 1.699 -0.934 6.142 -0.289
C -0.61259 0.03871 1.42375 -0.010 0.027 -1.604 -0.365
C 0.27757 1.05410 1.10633 2.661 -0.457 2.999 -0.167
C 0.37079 1.71819 -0.09179 1.983 1.950 1.715 -0.650
C 1.35099 -1.99342 -0.38839 3.606 -0.836 -3.099 -0.492
H -0.91309 2.37494 -1.69025 0.547 -2.766 1.597 0.173
H -2.42365 0.48045 -1.30337 -0.031 -0.152 -0.168 0.365
H -2.36927 -0.94637 0.87095 0.126 0.017 -1.491 0.371
H -0.47778 -0.52826 2.33640 -0.339 0.212 0.082 0.397
H 1.06754 1.44479 1.81587 -1.036 -1.157 -0.262 0.214
H 1.17009 2.52218 -0.15882 -1.362 -1.082 -0.408 0.354
H 0.86771 -0.03020 -0.68117 -0.586 -4.594 -3.495 0.386
H 1.92955 -2.73573 -1.24216 -1.136 1.299 3.077 0.189
H 2.20989 -1.41592 0.24924 -2.164 -1.843 -1.106 0.234
H 0.62330 -2.61247 0.17281 0.377 0.669 0.012 0.211
O 0.79960 -1.09483 -1.35567 0.347 4.810 4.378 -0.490
```
Forces are in eV/Å.

Properties
Largest force on an atom, hartree/bohr: 0.127
Charge: 0
Highest occupied orbital energy, eV: -9.26
ΔE to the lowest compared entry with this formula, charge and spin, eV: 4.0842
LUMO, eV: 0.75
Spin multiplicity: 1

Below is a single C7H10O molecule, with properties calculated with the ωB97M-V functional and the def2-TZVPD basis.

```
18
Properties=species:S:1:pos:R:3:forces:R:3:mulliken_charge:R:1
C -0.11146 -1.00310 2.70745 -0.075 -0.689 0.134 0.181
C 0.45482 -0.83883 1.66765 1.447 1.619 -1.122 -0.782
C 1.15786 -0.32313 0.41416 -3.475 -0.301 -0.627 0.781
C 2.18688 0.73191 0.60489 2.352 -0.152 1.814 -1.481
O 1.65024 -1.42802 -0.30364 0.137 0.710 0.023 -0.521
C -0.21985 0.40384 -0.37671 2.850 -0.595 1.560 -0.185
C -1.03931 -0.13059 -1.26796 -0.439 1.629 1.266 -0.119
C -2.34859 0.44603 -1.70763 -1.202 0.495 2.052 -1.251
H -0.55544 -1.38346 3.58410 -0.274 0.095 0.403 0.500
H 2.48827 1.22900 -0.29594 0.109 -0.230 -0.811 0.376
H 3.16606 0.43037 1.18797 -1.999 0.033 -1.248 0.312
H 1.78807 1.51463 1.20603 -0.542 0.631 0.663 0.394
H 0.83181 -1.69745 -0.69990 -0.275 -1.157 -0.788 0.379
H -0.26563 1.36775 0.12391 -0.693 0.136 -0.508 0.217
H -0.90379 -1.11775 -1.53496 0.581 -2.137 -0.864 0.279
H -3.23022 -0.09864 -1.26356 0.997 0.067 -0.208 0.254
H -2.55855 0.43412 -2.74190 0.229 0.068 -1.328 0.364
H -2.49117 1.46332 -1.30395 0.273 -0.224 -0.409 0.304
```
Forces are in eV/Å.

Properties
Largest force on an atom, hartree/bohr: 0.069
Structure (SMILES): C#C[C@@](C)(O)/C=C/C
Charge: 0
Highest occupied orbital energy, eV: -9.53
ΔE to the lowest compared entry with this formula, charge and spin, eV: 3.8200
LUMO, eV: 0.97
Spin multiplicity: 1

Below is C7H10O as an isolated structure, with properties calculated with the ωB97M-V functional and the def2-TZVPD basis.

```
18
Properties=species:S:1:pos:R:3:forces:R:3:mulliken_charge:R:1
C -1.82616 -1.22968 -0.09325 -2.461 -3.234 -0.555 -1.098
C -1.16540 0.10660 0.10942 -0.554 -1.427 -0.605 0.385
C -1.60310 1.26703 -0.25192 -1.730 3.323 -1.067 -0.935
C 0.14900 -0.02377 0.61956 1.674 3.021 3.659 0.402
C 1.29260 1.09759 0.30016 -1.210 -0.356 -2.780 -0.501
C 2.33239 0.16141 -0.25381 2.383 1.007 -0.824 -0.258
C 1.86778 -1.12037 -0.17602 1.058 5.060 -0.376 -0.563
H -2.95303 -1.11259 -0.17964 1.284 0.216 -0.527 0.390
H -1.42738 -1.84615 -1.08855 -1.012 1.669 2.834 0.191
H -1.88426 -2.02582 0.85412 1.096 2.254 -2.304 0.245
H -2.49311 1.32606 -0.84826 -0.801 -0.087 0.147 0.310
H -1.21517 2.32031 -0.08301 0.314 -1.855 -0.089 0.277
H 0.05310 -0.01116 1.76681 0.404 -0.139 -1.171 0.175
H 1.38772 1.61792 1.23937 0.853 0.427 -0.053 0.339
H 1.20645 1.84926 -0.64322 -0.903 -1.292 2.470 0.277
H 3.31084 0.76163 -0.94033 -2.975 -2.776 2.506 0.186
H 2.35949 -1.89764 -0.56808 1.302 -3.233 -1.178 0.542
O 0.60826 -1.24064 0.23665 1.278 -2.578 -0.088 -0.365
```
Forces are in eV/Å.

Properties
Largest force on an atom, hartree/bohr: 0.101
Charge: 0
Highest occupied orbital energy, eV: -8.30
ΔE to the lowest compared entry with this formula, charge and spin, eV: 4.6171
LUMO, eV: 0.94
Spin multiplicity: 1

Below is a 2-piece molecular cluster, C7H10O2 overall, with properties calculated with the ωB97M-V functional and the def2-TZVPD basis.

```
19
Properties=species:S:1:pos:R:3:forces:R:3:mulliken_charge:R:1
C -1.44842 0.65396 -0.01151 2.524 1.765 -0.418 0.541
C 1.21410 -0.45339 -1.39710 -1.488 -0.366 0.605 -0.703
C 1.66457 1.50254 -0.33785 -1.037 -0.649 -1.115 -0.938
C 0.53989 0.60390 -0.59975 -5.781 -0.265 1.843 0.364
C 1.66691 0.03096 0.03463 2.158 0.326 -3.571 0.566
C 2.17036 -0.55728 1.25934 -1.887 -1.216 0.529 -1.114
C -3.25500 -0.85867 0.19540 -2.105 2.439 -1.840 -0.635
O -2.03905 1.64840 0.35342 1.076 -1.778 -0.627 -0.540
O -1.91897 -0.56798 -0.11851 1.797 -0.614 -0.884 -0.238
H 0.60417 -1.35422 -1.59098 0.520 0.143 0.989 0.248
H 1.55755 -0.12513 -2.35287 1.231 0.412 -0.325 0.216
H 1.94139 2.04416 -1.19382 1.560 0.002 -1.387 0.235
H 1.56238 2.16882 0.42409 -0.387 1.492 2.588 0.328
H 3.19672 -0.86525 1.38137 0.283 0.148 -0.463 0.290
H 1.48656 -1.40788 1.36883 0.510 -0.393 0.566 0.272
H 1.86716 0.13603 2.01570 0.199 0.388 0.924 0.313
H -3.96118 -0.50295 -0.67593 1.358 -0.597 1.398 0.248
H -3.48774 -0.16848 1.01417 -0.554 -1.032 0.406 0.329
H -3.36138 -1.92757 0.23136 0.023 -0.205 0.782 0.218
```
Forces are in eV/Å.

Properties
Largest force on an atom, hartree/bohr: 0.118
Charge: 0
Highest occupied orbital energy, eV: -9.11
ΔE to the lowest compared entry with this formula, charge and spin, eV: 5.0401
LUMO, eV: 0.84
Spin multiplicity: 1